Computed, not measured: a molecular structure, C3H13NO4 at a distorted geometry, with the ωB97M-V functional and the def2-TZVPD basis.

HOMO-LUMO gap ... 4.2 eV
Total energy ... -12993.451 eV
HOMO ... -9.524 eV
Molar mass ... 127.14 g mol⁻¹
ΔE to the lowest compared entry with this formula, charge and spin ... 937.28 kJ/mol

```
21
Properties=species:S:1:pos:R:3:forces:R:3
O -2.735 -0.574 -0.779 0.835 -1.211 -0.211
H 0.124 0.926 1.201 -0.178 0.778 -0.435
C 0.375 -0.105 1.083 1.307 0.691 2.081
H 1.461 0.579 -1.141 1.527 2.325 0.041
H -2.517 2.348 -0.300 -0.264 0.501 -0.173
H -2.464 0.728 -0.425 -0.007 -0.242 -0.226
H 2.396 0.186 0.589 0.192 -0.089 1.280
O -1.970 1.582 -0.169 0.816 0.228 0.456
H 2.265 -1.376 1.465 -0.766 1.359 0.271
H -3.684 -0.674 -0.784 -0.490 -0.034 0.033
C 1.903 -0.292 1.460 -0.486 -1.188 -1.733
H 2.112 0.232 2.366 0.176 0.123 0.631
H -0.507 0.057 -0.873 -1.383 1.330 -0.127
H 1.596 2.584 -1.278 -0.101 0.216 -0.588
H -0.360 -0.670 1.636 0.122 -0.198 0.401
H 0.225 -2.487 -0.995 0.075 0.183 0.879
O 1.594 1.794 -0.749 -0.177 -1.250 0.132
O 1.413 -0.539 -1.090 -2.624 0.348 0.080
N -0.251 -1.887 -0.292 0.148 1.055 -2.759
H -1.239 -1.870 -0.554 -1.278 0.056 0.816
C 0.261 -0.542 -0.370 2.556 -4.979 -0.849
```
Positions in Å, forces in eV/Å.